Record 1
A structure of composition C17H18Cl4O5S4TcTe. Source: the Open Molecules 2025 dataset; level of theory: wB97M-V/def2-TZVPD.

```
! wB97M-V def2-TZVPD RIJCOSX def2/J DEFGRID3
* xyz 0 2
H -2.214 2.388 -2.495
S -0.741 -1.765 -1.699
H -0.798 1.892 -1.538
H -0.468 2.214 4.482
C 3.985 2.722 -0.072
C -4.329 -2.503 -0.174
H -3.829 4.216 0.433
C -1.825 2.250 -1.483
H -4.942 1.789 -0.100
O -0.928 0.768 3.048
H 2.788 -2.962 0.725
C 1.189 -5.844 0.187
Tc -0.043 -0.480 0.030
Cl 4.728 -1.057 -1.265
Cl 4.827 4.221 0.078
C -2.035 3.469 -0.595
O -2.972 -2.125 -0.446
Cl 6.308 1.673 -0.988
H 0.641 2.136 3.081
H -4.069 3.750 -1.246
Cl 1.746 4.019 0.835
S -0.118 -5.053 0.943
H -3.689 1.881 1.154
C 2.287 -5.039 0.128
H -4.828 -2.849 -1.074
C 1.979 1.438 0.160
C 0.018 1.551 3.761
C 3.969 0.371 -0.674
H 0.659 0.860 4.308
H -1.674 4.379 -1.073
C 2.630 0.297 -0.305
O -1.955 0.393 0.444
H -1.467 3.333 0.328
Te -0.141 -1.972 2.054
H -4.294 -3.290 0.577
C -2.460 -2.258 -1.653
S -3.178 -2.823 -3.001
C 2.059 -3.757 0.706
O 1.873 -0.785 -0.416
C 2.641 2.648 0.274
C -3.537 3.493 -0.328
C -3.911 2.073 0.103
H 1.085 -6.855 -0.170
S -2.799 0.925 -0.743
H 3.222 -5.341 -0.320
H -1.372 1.323 2.401
C 4.644 1.582 -0.547
C 0.789 -3.629 1.195
O 0.671 1.264 0.452
H -4.822 -1.624 0.238
*
```

Calculated values
Energy above the lowest of the compared OMol25 structures with the same formula, charge and spin in eV: 0.749
Frontier orbital gap (spin up / spin down) in eV: 6.07 / 6.59
Molecular weight in g mol⁻¹: 798.006
Lowest unoccupied orbital energy (spin up / spin down) in eV: -1.6 / -1.2

=====

Record 2
A cluster of 4 separate species, C2H14N2O3 in total. Source: the Open Molecules 2025 dataset; level of theory: wB97M-V/def2-TZVPD.

```
! wB97M-V def2-TZVPD RIJCOSX def2/J DEFGRID3
* xyz 0 1
H 2.366 -0.382 -1.696
H 3.239 0.290 1.187
H 0.142 1.414 -0.546
O 3.094 0.638 0.304
H 0.713 0.266 2.884
H -1.287 -0.426 1.411
H -1.511 1.450 0.124
H 2.229 1.082 0.333
H 2.211 -0.885 -3.105
H 0.353 -0.801 0.964
H -4.107 -0.813 -0.075
H -0.341 -0.782 -1.329
O -3.300 -1.267 0.210
H -1.218 0.393 -2.016
C -0.333 0.036 1.139
H 0.539 1.712 2.098
C -0.663 0.801 -0.115
H -2.617 -0.900 -0.417
N 0.097 0.821 2.305
N -1.115 -0.144 -1.168
O 1.728 -0.811 -2.275
*
```

Calculated values
Structure (SMILES): NCCN.O.O.O
Energy above the lowest of the compared OMol25 structures with the same formula, charge and spin in eV: 0.701
Frontier orbital gap in eV: 9.81
Molecular weight in g mol⁻¹: 114.145
Lowest unoccupied orbital energy in eV: 0.5

=====

Record 3
A structure of composition C51H41AsGeN5Ru. Source: the Open Molecules 2025 dataset; level of theory: wB97M-V/def2-TZVPD.

```
! wB97M-V def2-TZVPD RIJCOSX def2/J DEFGRID3
* xyz 0 2
C 2.427 5.171 -2.405
C -2.796 -1.234 0.137
C -1.750 1.029 -3.342
C 0.222 0.881 3.526
H 4.799 3.713 -0.482
H 5.471 1.764 2.441
H -0.067 -2.343 -4.741
H -0.636 -4.750 -4.745
H -1.187 -0.550 2.919
H -6.315 0.361 -0.086
C -2.066 4.686 0.963
C -1.737 -5.995 0.149
H 1.343 3.959 4.484
C -1.981 -6.395 1.455
C 2.607 2.759 6.508
H 4.443 5.708 -1.901
H -4.955 0.064 -2.131
C -1.934 -5.475 2.495
H -1.600 -3.425 3.039
C -1.451 -4.663 -0.126
H -0.119 4.490 0.100
C 1.197 2.886 4.500
C -3.534 2.808 0.697
C -1.647 -4.142 2.227
H -4.489 2.325 0.866
H -2.717 -0.953 -1.991
H -0.014 2.860 2.740
C -3.297 4.086 1.184
C -1.120 0.512 -5.605
C -0.425 -2.106 -2.640
C -1.292 2.718 -0.224
H -4.068 4.611 1.734
H -5.425 -0.383 2.100
C 2.824 2.935 -0.819
C 0.193 0.849 -5.305
C 3.847 3.862 -0.980
C -4.569 -0.254 -1.171
C 3.387 0.976 2.474
C 1.591 3.110 -1.443
C -1.075 4.007 0.265
C 0.791 0.148 4.581
C -5.331 -0.088 -0.025
H -3.193 -1.390 2.248
H 4.229 -4.375 -1.529
H 1.654 -0.178 -1.136
H -2.116 -5.798 3.512
C 1.409 4.241 -2.239
As -0.988 -1.951 0.284
C 3.550 -1.855 0.361
C -4.832 -0.504 1.203
C -2.541 2.135 -0.002
C 0.931 0.217 -0.399
C -1.058 -4.826 -2.648
C 1.787 2.129 5.514
H -0.167 -1.052 -2.629
N 4.967 -0.006 1.325
C -0.363 -2.834 -3.823
H -1.384 0.185 -6.603
H -2.527 1.107 -2.590
C 3.650 4.982 -1.774
H -1.192 0.918 1.942
H -1.295 -5.883 -2.666
N 3.274 3.268 7.296
N 2.332 -2.331 0.220
C -3.570 -1.073 1.283
H 2.267 6.044 -3.027
C 1.571 0.749 5.548
H 0.613 -0.922 4.632
H 0.459 4.398 -2.739
H 2.013 0.163 6.343
C 3.809 -0.688 1.173
C 3.748 -3.629 -0.923
H 2.973 2.061 -0.192
H 0.957 0.788 -6.071
H -1.770 -6.727 -0.649
C -0.816 -2.741 -1.474
C -0.682 -4.186 -3.822
H 5.849 -0.203 0.887
H 5.444 -2.489 -0.353
Ge 0.150 1.785 -1.177
C -3.306 -0.827 -1.091
H 1.587 -4.021 -0.869
N 4.448 -2.613 -0.315
Ru 0.828 -0.863 1.229
C -0.434 1.360 -3.018
H -2.205 -7.433 1.665
C -1.417 -3.738 0.924
H -2.743 1.125 -0.343
H 2.798 1.619 3.102
C -1.126 -4.106 -1.461
C 0.440 2.268 3.522
C -2.093 0.609 -4.621
H -3.123 0.360 -4.850
H -1.874 5.684 1.339
H 1.559 1.533 -3.806
C -0.544 0.213 2.457
C 2.443 -3.435 -0.583
C 0.529 1.270 -4.024
N 2.840 -0.119 1.858
C 4.708 1.062 2.155
*
```

Calculated values
Energy above the lowest of the compared OMol25 structures with the same formula, charge and spin in eV: 0.893
Frontier orbital gap (spin up / spin down) in eV: 5.77 / 6.66
Molecular weight in g mol⁻¹: 972.526
Lowest unoccupied orbital energy (spin up / spin down) in eV: -0.1 / -0.1

=====

Record 4
The molecule C5H6BrP in a non-equilibrium geometry. Source: the Open Molecules 2025 dataset; level of theory: wB97M-V/def2-TZVPD.

```
! wB97M-V def2-TZVPD RIJCOSX def2/J DEFGRID3
* xyz 0 1
H -1.393 -1.954 0.726
C -0.451 1.304 0.109
C 1.322 -0.476 -0.787
C 0.382 -1.442 -0.247
Br 2.948 -0.161 0.114
P -0.227 2.903 -0.084
H 1.006 2.857 -0.761
C -1.269 0.241 0.665
H 1.373 -0.271 -1.844
H -2.300 0.321 0.294
C -0.758 -1.152 0.368
H -1.295 0.319 1.762
H 0.662 -2.489 -0.316
*
```

Calculated values
Energy above the lowest of the compared OMol25 structures with the same formula, charge and spin in eV: 2.730
Frontier orbital gap (spin up / spin down) in eV: 7.93 / 8.03
Molecular weight in g mol⁻¹: 176.981
Lowest unoccupied orbital energy (spin up / spin down) in eV: -0.1 / 0.1

=====

Record 5
A cluster of 2 separate species, C4H14N in total in a non-equilibrium geometry. Source: the Open Molecules 2025 dataset; level of theory: wB97M-V/def2-TZVPD.

```
! wB97M-V def2-TZVPD RIJCOSX def2/J DEFGRID3
* xyz 1 1
H 0.880 0.658 -0.013
H 0.255 2.057 0.508
C -0.392 -0.160 -2.876
H 1.902 -0.462 2.407
H 0.789 -1.532 1.745
H -1.413 -1.617 -1.803
H -0.276 -0.562 -0.742
N 0.729 1.194 0.813
H 1.699 1.287 1.058
C -1.001 -0.633 -1.557
H 0.528 -0.375 -3.379
H -1.097 -0.434 -3.769
H 0.412 -1.091 3.413
C 0.866 -0.700 2.456
H -1.945 0.003 -1.618
C -0.091 0.391 1.869
H -0.367 0.899 -2.588
H -0.453 1.096 2.585
H -1.025 -0.018 1.491
*
```

Calculated values
Energy above the lowest of the compared OMol25 structures with the same formula, charge and spin in eV: 2.003
Frontier orbital gap in eV: 10.82
Molecular weight in g mol⁻¹: 76.163
Lowest unoccupied orbital energy in eV: -3.7

=====

Repeat the fourth record exactly.
The molecule C5H6BrP in a non-equilibrium geometry. Source: the Open Molecules 2025 dataset; level of theory: wB97M-V/def2-TZVPD.

```
! wB97M-V def2-TZVPD RIJCOSX def2/J DEFGRID3
* xyz 0 1
H -1.393 -1.954 0.726
C -0.451 1.304 0.109
C 1.322 -0.476 -0.787
C 0.382 -1.442 -0.247
Br 2.948 -0.161 0.114
P -0.227 2.903 -0.084
H 1.006 2.857 -0.761
C -1.269 0.241 0.665
H 1.373 -0.271 -1.844
H -2.300 0.321 0.294
C -0.758 -1.152 0.368
H -1.295 0.319 1.762
H 0.662 -2.489 -0.316
*
```

Calculated values
Energy above the lowest of the compared OMol25 structures with the same formula, charge and spin in eV: 2.730
Frontier orbital gap (spin up / spin down) in eV: 7.93 / 8.03
Molecular weight in g mol⁻¹: 176.981
Lowest unoccupied orbital energy (spin up / spin down) in eV: -0.1 / 0.1